# 1
ORCA calculation (wB97M-V/def2-TZVPD) on a 5-piece molecular cluster, C2H15NO4 overall in a non-equilibrium geometry.

Last column: Löwdin charge in e.
Atoms and positions in Å:
C: 0.24964 1.87752 -0.80080  -0.13
C: -0.27440 1.51637 0.53902  -0.31
N: 0.26820 0.13884 0.94756  -0.01
H: 1.31321 1.64699 -0.99038  0.08
H: 0.11468 2.95469 -1.12346  0.09
H: -0.31783 1.44841 -1.58612  0.05
H: -1.36115 1.41777 0.66454  0.10
H: 0.09547 2.35986 1.24985  0.13
H: -0.00187 0.20884 1.96312  0.09
H: 1.24425 0.27048 1.04791  0.03
H: -3.05625 -0.95028 3.52000  0.07
H: -1.95056 -1.06982 2.23304  -0.01
O: -2.13254 -0.97501 3.15610  -0.07
H: 0.05552 -1.60420 -2.03308  0.04
H: 0.57669 -1.15449 -3.26050  0.06
O: 0.97071 -1.60022 -2.48048  -0.10
H: 2.27677 -1.27321 -1.02482  0.03
H: 3.26060 -0.10470 -0.62435  0.04
O: 2.82828 -0.91166 -0.26236  -0.11
H: -2.06604 -1.75034 -0.22855  0.01
H: -0.83517 -0.81113 -0.21831  0.04
O: -1.25822 -1.63471 -0.68795  -0.10

Atoms 1-2, force components in eV/Å:
C 0.1 1.9 -1.8
C 1.4 0.4 1.9

Values from the calculation:
Charge   0
E_LUMO   0.462 eV
Highest occupied orbital energy   -10.37 eV
Kohn-Sham gap   10.833 eV
Multiplicity   1
F_max   3.86 eV Å⁻¹

---

# 2
ORCA calculation (wB97M-V/def2-TZVPD) on a 2-piece molecular cluster, C5H9N3O overall.

Last column: Löwdin charge in e.
Atoms and positions in Å:
O: 1.64763 -0.50228 -1.02256  0.02
C: 2.13794 0.16044 -0.11894  -0.59
N: 1.37502 0.70632 0.87496  0.14
C: 3.62003 0.44293 -0.00604  -0.02
H: 1.78803 1.26015 1.62943  0.11
H: 0.36460 0.54826 0.85055  0.10
H: 4.14532 -0.03706 -0.84883  0.09
H: 4.02673 0.04061 0.93701  0.09
H: 3.81774 1.52754 -0.04008  0.09
N: -3.51573 -1.09840 0.58456  0.03
C: -2.29775 -1.52860 0.29585  -0.22
C: -3.64664 0.09128 -0.09110  -0.18
C: -2.49768 0.38240 -0.79418  -0.12
N: -1.64809 -0.66396 -0.53433  0.03
H: -1.84002 -2.44967 0.65669  0.12
H: -4.56281 0.67935 -0.03737  0.09
H: -2.21591 1.21590 -1.43761  0.11
H: -0.69842 -0.77521 -0.89799  0.12

Atoms 1-2, force components in eV/Å:
O 0.0 0.2 0.3
C -0.2 0.1 0.2

Values from the calculation:
Charge   0
E_LUMO   0.622 eV
Highest occupied orbital energy   -8.72 eV
Kohn-Sham gap   9.341 eV
Multiplicity   1
F_max   0.90 eV Å⁻¹

---

# 3
ORCA calculation (wB97M-V/def2-TZVPD) on a single C4H6N2O molecule.

Last column: Löwdin charge in e.
Atoms and positions in Å:
C: -1.07964 -0.46977 1.84256  -0.03
C: -0.53731 -0.06472 0.51215  -0.41
N: -1.13807 0.68920 -0.36831  0.09
C: -0.25819 0.82736 -1.42564  -0.11
C: 0.89231 0.14861 -1.15177  -0.38
O: 2.07576 -0.02992 -1.78770  0.07
N: 0.71498 -0.42946 0.07608  0.16
H: -1.93346 0.17130 2.07036  0.08
H: -0.33082 -0.34517 2.63303  0.07
H: -1.41884 -1.51191 1.85694  0.08
H: -0.50284 1.41000 -2.30411  0.10
H: 2.12864 0.61931 -2.49966  0.11
H: 1.38748 -1.01483 0.54607  0.16

Atoms 1-2, force components in eV/Å:
C 0.0 0.0 0.0
C -0.1 0.0 0.0

Values from the calculation:
Charge   0
E_LUMO   0.701 eV
Highest occupied orbital energy   -8.03 eV
Kohn-Sham gap   8.733 eV
Multiplicity   1
F_max   0.34 eV Å⁻¹

---

# 4
ORCA calculation (wB97M-V/def2-TZVPD) on C27H28N2O4OsP2S as an isolated structure in a non-equilibrium geometry.

Last column: Löwdin charge in e.
Atoms and positions in Å:
C: -2.41092 2.66876 -3.45701  0.00
C: -2.22391 1.42367 -2.86905  -0.21
C: -0.87454 0.96674 -2.72768  -0.25
C: 0.13809 1.95532 -2.56996  -0.16
C: -0.07684 3.23206 -3.11184  0.02
C: -1.32235 3.54269 -3.64544  -0.02
C: 1.22757 1.51514 -1.72752  0.00
C: 1.71934 0.24797 -2.20723  -0.18
C: 0.69467 -0.71878 -2.40206  -0.25
C: 1.05235 -2.10396 -2.30587  -0.20
C: 2.36001 -2.44538 -2.62233  0.01
C: 3.33536 -1.44558 -2.77996  -0.01
C: 3.03898 -0.11799 -2.49074  0.03
H: -3.42210 2.97454 -3.73689  0.13
H: 0.76078 3.92926 -3.13963  0.14
H: -1.47780 4.48421 -4.17718  0.13
H: 1.94776 2.23062 -1.31196  0.14
H: 2.63006 -3.49861 -2.71606  0.13
H: 4.34087 -1.71868 -3.10594  0.13
H: 3.77833 0.68072 -2.52014  0.14
N: -0.61278 -0.36441 -2.57755  0.16
Os: -0.61077 -0.13775 0.25463  1.04
C: -3.28834 0.60048 -2.20219  -0.20
H: -3.31437 -0.41678 -2.63028  0.10
H: -4.28816 1.07244 -2.24643  0.11
C: 0.00503 -3.04323 -1.78110  -0.21
H: -0.87911 -3.04010 -2.44220  0.11
H: 0.37963 -4.07415 -1.64356  0.11
P: -2.81062 0.37460 -0.35132  0.75
P: -0.60820 -2.41825 -0.08700  0.77
C: 0.53947 -3.21955 1.07415  -0.23
H: 0.09943 -3.11679 2.07552  0.06
H: 0.65563 -4.28052 0.81802  0.07
H: 1.50341 -2.69411 1.03552  0.05
C: -2.15778 -3.33258 0.12983  -0.23
H: -1.91747 -4.39575 0.24693  0.07
H: -2.63951 -2.95865 1.04008  0.05
H: -2.80705 -3.18422 -0.74092  0.05
C: -3.15906 2.02996 0.35140  -0.22
H: -4.11822 2.40759 -0.03290  0.07
H: -3.21321 1.88843 1.44075  0.06
H: -2.34400 2.72174 0.09525  0.06
C: -4.15327 -0.64125 0.28063  -0.23
H: -3.99825 -0.73601 1.35845  0.06
H: -5.10526 -0.13998 0.08711  0.08
H: -4.14860 -1.62682 -0.18791  0.03
C: -1.18725 -0.15290 1.98648  -0.41
O: -1.53810 -0.21474 3.10579  0.11
H: 0.36035 1.05085 -0.43138  0.04
O: 2.03000 3.82950 2.61804  -0.21
S: 2.89436 2.74042 2.25597  0.69
O: 4.26434 3.02275 1.89694  -0.22
N: 2.18373 1.74108 1.11240  0.09
C: 1.91053 0.53584 1.56114  -0.41
O: 1.35150 -0.38099 0.81947  -0.24
C: 2.23751 0.32293 2.98966  -0.11
C: 1.96304 -0.75416 3.84812  0.04
C: 2.28735 -0.62937 5.20978  0.00
C: 2.86884 0.56059 5.69773  0.02
C: 3.12025 1.64335 4.83211  0.02
C: 2.79467 1.48117 3.48914  -0.20
H: 1.51167 -1.65568 3.44611  0.11
H: 2.07224 -1.44929 5.89449  0.13
H: 3.11141 0.64610 6.75736  0.13
H: 3.53932 2.58546 5.17024  0.14

Atoms 1-2, force components in eV/Å:
C 0.0 0.3 0.3
C 0.6 -0.3 -0.1

Values from the calculation:
Charge   +2
E_LUMO (alpha / beta)   -6.642 / -10.380 eV
Highest occupied orbital energy (alpha / beta)   -12.88 / -14.17 eV
Kohn-Sham gap (alpha / beta)   6.236 / 3.792 eV
Multiplicity   5
F_max   5.02 eV Å⁻¹

---

What is the charge in the first record? 0